One molecule with the formula C22H25NO. Source: OMol25; level of theory: ωB97M-V with the def2-TZVPD basis set.

Cartesian coordinates (Å):
C1 0.776 5.326 -0.837
C2 1.268 4.088 -0.120
O1 0.593 3.850 0.852
N1 2.165 3.126 -0.603
C3 2.473 3.088 -2.026
C4 2.521 1.908 0.171
C5 1.765 0.668 -0.225
C6 1.457 -0.234 1.021
C7 0.063 -1.121 1.016
C8 -0.188 -1.893 2.311
C9 -1.553 -2.733 2.152
C10 -2.059 -2.688 0.761
C11 -0.934 -3.061 -0.190
C12 -1.059 -4.143 -1.129
C13 -0.015 -4.286 -2.016
C14 1.102 -3.517 -1.903
C15 1.237 -2.614 -0.861
C16 0.189 -2.230 -0.025
C17 -2.283 -1.207 0.640
C18 -3.625 -0.752 0.473
C19 -3.851 0.571 0.273
C20 -2.785 1.435 0.456
C21 -1.487 1.018 0.662
C22 -1.189 -0.351 0.745
H1 1.550 6.101 -0.950
H2 -0.105 5.838 -0.255
H3 0.293 5.058 -1.818
H4 3.394 3.546 -2.289
H5 2.636 2.105 -2.468
H6 1.608 3.542 -2.537
H7 2.304 2.216 1.214
H8 3.610 1.608 0.143
H9 2.342 0.106 -0.956
H10 0.883 0.894 -0.782
H11 1.573 0.466 1.883
H12 2.273 -0.987 1.086
H13 -0.332 -1.189 3.150
H14 0.669 -2.504 2.494
H15 -2.306 -2.163 2.783
H16 -1.506 -3.734 2.566
H17 -2.912 -3.303 0.774
H18 -1.938 -4.741 -1.242
H19 0.069 -4.982 -2.816
H20 2.013 -3.727 -2.549
H21 2.172 -2.175 -0.638
H22 -4.392 -1.467 0.370
H23 -4.848 1.068 0.120
H24 -2.931 2.476 0.250
H25 -0.698 1.701 0.871

Values from the calculation:
Structure (SMILES): CC(=O)N(C)CCC[C@]12CC[C@H](c3ccccc31)c1ccccc12
Orbital gap: 9.3191 eV
Highest occupied orbital energy: -8.538 eV
ΔE to the lowest compared entry with this formula, charge and spin: 53.0 kcal/mol
Charge: 0
Maximum force: 3.50 eV Å⁻¹